{"formula": "C2H7O2", "method": "ωB97M-V/def2-TZVPD", "total_energy_ha": -230.59413, "max_force_ev_per_a": 1.5, "relative_energy_kj_mol": 17.4, "total_charge": 1, "lumo_ev": -5.3, "e_homo_ev": -17.58, "species": ["O", "H", "H", "H", "O", "C", "C", "H", "H", "H", "H"], "positions_angstrom": [[0.78427, 1.82484, 0.99965], [-0.23926, 0.82185, 0.72458], [0.81449, 2.57292, 0.38837], [1.61765, 1.80826, 1.48845], [-1.12128, 0.50891, 0.25586], [-1.07987, -0.49309, -0.48216], [0.04299, -1.41267, -0.57845], [-1.98574, -0.65574, -1.04050], [-0.05885, -2.28512, 0.05615], [0.98677, -1.00387, -0.21063], [0.23883, -1.68629, -1.60131]], "forces_ev_per_a": [[0.3, 0.0, 0.0], [-0.1, 0.2, -0.2], [0.0, 0.0, 0.1], [-0.1, 0.0, 0.0], [-0.1, -0.1, -0.1], [0.1, 0.0, 0.7], [1.4, 0.5, 0.2], [-0.4, -0.2, -0.3], [-0.7, -0.5, -0.1], [-0.2, 0.5, 0.1], [-0.3, -0.5, -0.4]], "lowdin_charge": [0.03, 0.09, 0.11, 0.11, 0.19, -0.06, 0.02, 0.16, 0.13, 0.11, 0.11]}

{"formula": "C2H7O2PS2", "method": "ωB97M-V/def2-TZVPD", "total_energy_ha": -1368.54371, "max_force_ev_per_a": 4.2, "relative_energy_kj_mol": 364.2, "lumo_ev": 0.5, "smiles": "OCP(S)S.C=O", "e_homo_ev": -8.39, "species": ["C", "C", "O", "O", "P", "S", "S", "H", "H", "H", "H", "H", "H", "H"], "positions_angstrom": [[1.99917, 0.21412, 0.63059], [-0.25003, -1.05653, -0.35268], [1.05362, 0.51648, 1.32874], [0.95182, -0.82093, -1.03533], [-1.22224, 0.38063, 0.49581], [-3.14337, -0.42614, 0.14166], [-1.04924, 1.82331, -0.98485], [2.76508, -0.42165, 0.91318], [2.35817, 0.95696, -0.16537], [-1.05455, -1.45499, -1.06595], [0.11238, -1.69519, 0.59574], [-3.47229, -0.31474, 1.44197], [0.84355, 0.04729, -1.46300], [0.10795, 2.25140, -0.48050]], "forces_ev_per_a": [[-0.2, 4.2, -0.7], [-1.0, -1.5, 1.6], [0.7, -0.4, 0.2], [-0.1, 0.8, -0.3], [0.2, -0.9, 1.1], [-0.3, 0.0, -0.2], [-0.1, 0.5, -1.1], [1.2, -2.3, 0.6], [-0.5, -0.9, 0.4], [1.4, -0.3, 1.2], [-1.5, 0.8, -2.3], [0.0, 0.0, -0.2], [0.0, -0.2, -0.4], [0.2, 0.3, 0.2]], "lowdin_charge": [-0.17, -0.51, -0.19, -0.17, 0.26, 0.34, 0.39, 0.08, 0.11, 0.06, 0.14, -0.20, 0.05, -0.19]}

{"formula": "C2H7O2Sm", "method": "ωB97M-V/def2-TZVPD", "total_energy_ha": -888.74620, "multiplicity": 7, "max_force_ev_per_a": 2.8, "relative_energy_kj_mol": 29.3, "total_charge": -1, "lumo_ev": [3.4, 3.5], "e_homo_ev": [-1.23, -1.01], "species": ["C", "H", "H", "H", "O", "Sm", "H", "O", "C", "H", "H", "H"], "positions_angstrom": [[0.58011, -0.94111, -1.57345], [0.62178, -0.49509, -2.58637], [1.42525, -0.58465, -0.95500], [0.81604, -2.00205, -1.78971], [-0.81730, -0.90494, -1.00822], [-2.45684, -2.31568, -0.02530], [-0.77541, 0.65471, -0.05405], [-0.18117, 1.48351, 0.28478], [0.13804, 1.30613, 1.63972], [0.19034, 2.29405, 2.11849], [-0.63777, 0.73148, 2.17906], [1.09694, 0.77365, 1.77005]], "forces_ev_per_a": [[-2.1, -1.3, -0.1], [-0.2, 0.4, 0.6], [-0.8, 0.3, 0.1], [0.0, 0.2, 0.2], [2.2, 0.0, -0.2], [0.7, 0.5, -0.4], [2.1, 1.8, 0.5], [-1.8, -1.9, -0.8], [-0.3, -0.2, 0.1], [0.2, -0.2, 0.0], [0.2, 0.1, -0.1], [-0.1, 0.2, 0.0]], "mulliken_spin": [0.00, 0.00, 0.00, 0.00, -0.02, 6.02, 0.00, 0.00, 0.00, 0.00, 0.00, 0.00]}

{"formula": "C2H7O3Pt", "method": "ωB97M-V/def2-TZVPD", "total_energy_ha": -425.12419, "multiplicity": 4, "max_force_ev_per_a": 12.7, "relative_energy_kj_mol": 229.4, "lumo_ev": [0.4, -2.3], "e_homo_ev": [-7.38, -10.16], "species": ["O", "H", "C", "O", "C", "H", "H", "H", "H", "H", "Pt", "O", "H"], "positions_angstrom": [[-0.71876, -0.42954, -1.86714], [-0.53735, 0.50897, -1.95522], [0.79688, 1.26488, 0.42385], [0.89275, 0.01709, 1.06547], [0.36841, -1.05599, 0.31736], [-0.24087, 1.55458, 0.19096], [1.19196, 2.02263, 1.11032], [1.36680, 1.24691, -0.52211], [0.58308, -1.94621, 0.93416], [1.07600, -1.22525, -0.51946], [-2.29130, -0.39385, 1.43107], [-1.19334, -0.97861, 0.33592], [-1.29426, -0.58562, -0.94518]], "forces_ev_per_a": [[-1.7, -0.1, 0.9], [-0.2, 0.1, -0.1], [0.1, 0.7, -0.6], [-1.3, -0.9, -0.1], [1.8, -0.7, 2.8], [0.2, -0.2, 0.1], [0.1, -0.3, -0.2], [-0.1, 0.2, 0.3], [-0.7, 0.4, 0.1], [-2.0, 0.5, -0.8], [-8.0, 4.1, 8.0], [10.0, -4.6, -6.4], [1.7, 0.9, -4.0]], "mulliken_spin": [0.03, 0.00, 0.01, 0.01, 0.03, 0.00, 0.00, 0.00, 0.01, 0.00, 2.57, 0.34, 0.00]}

{"formula": "C2H7O3SSi", "method": "ωB97M-V/def2-TZVPD", "total_energy_ha": -993.78477, "max_force_ev_per_a": 3.2, "relative_energy_kj_mol": 356.8, "total_charge": -1, "lumo_ev": 3.6, "e_homo_ev": -2.36, "species": ["C", "C", "O", "O", "O", "Si", "S", "H", "H", "H", "H", "H", "H", "H"], "positions_angstrom": [[-0.90188, -1.59274, -0.31280], [0.96002, 1.38983, 0.13041], [2.81982, -1.04283, 0.26958], [4.36376, 0.90067, -0.83352], [0.41766, -1.37722, -0.77192], [1.34171, -0.46887, 0.20115], [4.49871, -0.33367, 0.00463], [-0.98858, -1.96944, 0.64573], [-1.48615, -2.32834, -0.86803], [-1.50357, -0.63648, -0.39156], [0.97848, 1.57125, -1.00586], [-0.07355, 1.52700, 0.41417], [1.68989, 2.09364, 0.61282], [0.10116, -0.87395, 2.43036]], "forces_ev_per_a": [[-1.9, 1.5, -2.1], [0.8, -0.3, -2.0], [-0.4, 0.3, -0.2], [-0.3, 0.8, -0.6], [-0.8, -0.6, 0.1], [0.7, 0.8, 2.6], [0.2, -0.8, 0.7], [0.4, -0.3, 2.3], [0.6, 0.0, -0.9], [0.6, -0.9, 0.3], [0.2, 0.0, 1.4], [-0.1, 0.2, 0.4], [-0.8, -1.0, -0.3], [1.0, 0.2, -1.7]], "lowdin_charge": [-0.23, -0.19, -0.62, -0.79, -0.24, 0.31, 0.60, -0.02, 0.07, 0.09, 0.05, -0.01, 0.05, -0.08]}

{"formula": "C2H7O4", "method": "ωB97M-V/def2-TZVPD", "total_energy_ha": -381.43756, "max_force_ev_per_a": 1.0, "relative_energy_kj_mol": 59.4, "total_charge": -1, "lumo_ev": 3.5, "e_homo_ev": -4.51, "species": ["O", "C", "O", "C", "H", "H", "H", "H", "H", "O", "H", "H", "O"], "positions_angstrom": [[-1.48865, 2.52254, 0.86887], [-1.15882, 1.51015, 0.24045], [-1.76503, 0.98863, -0.74382], [0.14593, 0.76945, 0.60312], [0.06144, -0.25623, 0.25110], [0.96881, 1.30251, 0.12646], [0.39107, 0.70095, 1.67005], [1.86738, -1.17978, 1.59362], [1.79903, -2.41956, 0.61646], [2.36732, -1.75791, 1.01803], [-1.70750, -0.39312, -1.82106], [-0.30459, -0.73535, -2.07638], [-1.17640, -1.05228, -2.34688]], "forces_ev_per_a": [[0.2, 0.1, 0.3], [-0.4, -0.4, -0.4], [-0.1, 0.3, 0.2], [0.0, -0.2, 0.4], [0.2, 0.0, -0.3], [0.1, -0.2, -0.1], [-0.3, 0.4, 0.1], [-0.5, 0.0, -0.2], [-0.4, 0.3, 0.2], [0.9, -0.3, -0.1], [0.4, -0.2, -0.2], [-0.1, -0.2, -0.2], [-0.1, 0.3, 0.3]], "lowdin_charge": [-0.07, -0.77, -0.12, -0.05, 0.04, 0.07, 0.06, 0.01, 0.03, -0.07, 0.00, 0.00, -0.14]}

{"formula": "C2H7OP", "method": "ωB97M-V/def2-TZVPD", "total_energy_ha": -496.89965, "max_force_ev_per_a": 5.2, "relative_energy_kj_mol": 225.0, "lumo_ev": 0.8, "smiles": "C=C.OP", "e_homo_ev": -9.31, "species": ["C", "C", "O", "P", "H", "H", "H", "H", "H", "H", "H"], "positions_angstrom": [[1.80030, -0.49674, -0.63987], [1.26583, -0.02524, 0.45623], [-1.62705, 0.71761, -0.97099], [-1.71175, 0.18908, 0.69527], [1.84047, -0.08324, -1.57793], [2.35608, -1.41175, -0.70987], [-0.54691, 0.44354, -1.15355], [0.60312, 0.86109, 0.64177], [1.32199, -0.60385, 1.35355], [-2.73683, -0.78874, 0.78377], [-2.56526, 1.19822, 1.12161]], "forces_ev_per_a": [[0.6, -0.9, 0.4], [-1.0, 0.9, 1.1], [4.5, -2.2, 1.3], [-0.2, 0.4, -1.1], [-0.4, 1.7, -2.0], [0.1, -0.6, 0.8], [-4.5, 1.2, 0.4], [1.4, -0.6, -0.8], [0.2, -0.4, 0.5], [-0.1, 0.0, -0.6], [-0.4, 0.4, 0.2]], "lowdin_charge": [-0.08, -0.17, -0.50, 0.77, 0.02, 0.05, 0.09, 0.00, 0.04, -0.12, -0.12]}

{"formula": "C2H7OPS", "method": "ωB97M-V/def2-TZVPD", "total_energy_ha": -895.13377, "max_force_ev_per_a": 3.7, "relative_energy_kj_mol": 216.1, "lumo_ev": -0.4, "e_homo_ev": -9.36, "species": ["C", "C", "O", "P", "S", "H", "H", "H", "H", "H", "H", "H"], "positions_angstrom": [[0.26397, -1.35944, 0.53138], [0.49581, 1.42794, -0.08031], [-1.90268, 0.46977, -0.90630], [0.27679, -0.23002, -0.90489], [0.85249, -0.82753, -2.72660], [0.95082, -2.24135, 0.43922], [0.55336, -0.73543, 1.35940], [-0.70484, -1.66707, 0.81474], [1.52124, 1.88382, 0.06324], [-0.30127, 1.99004, -0.60111], [0.15685, 1.21918, 0.97757], [-2.29811, -0.23883, -1.42658]], "forces_ev_per_a": [[1.5, -0.6, -0.5], [0.2, -0.5, 0.8], [3.4, -1.5, 0.1], [-2.8, 1.1, -1.0], [-0.6, 0.8, 2.6], [-0.7, 0.9, -0.1], [0.6, 0.1, 0.3], [-1.3, -0.5, -0.2], [-1.1, -0.5, -0.9], [0.9, 0.3, 0.4], [0.0, 0.3, -1.2], [-0.1, 0.0, -0.1]], "lowdin_charge": [-0.25, -0.26, -0.35, 0.47, 0.16, 0.07, 0.02, 0.03, 0.07, 0.03, 0.05, -0.04]}

{"formula": "C2H7OPS", "method": "ωB97M-V/def2-TZVPD", "total_energy_ha": -895.07842, "max_force_ev_per_a": 3.6, "relative_energy_kj_mol": 361.4, "lumo_ev": [-0.7, -2.4], "e_homo_ev": [-9.71, -8.00], "species": ["C", "C", "O", "P", "S", "H", "H", "H", "H", "H", "H", "H"], "positions_angstrom": [[0.81131, -0.32410, 1.25085], [-0.54976, -0.39816, 0.55663], [-2.08043, -0.84092, -1.49769], [-0.47616, -1.04406, -1.17197], [0.99691, 2.43054, -1.67216], [1.23383, 0.55552, 1.00468], [0.87457, -0.34702, 2.30255], [1.44444, -1.16009, 1.05802], [-0.89343, 0.56716, 0.54559], [-1.24835, -1.05776, 0.97758], [-2.23751, -0.17935, -2.13323], [2.12458, 1.79825, -1.22085]], "forces_ev_per_a": [[-1.4, -2.7, 0.1], [2.3, -1.6, -0.5], [0.5, -1.2, 1.2], [0.2, 0.8, 0.2], [0.4, -0.8, 0.3], [1.9, 2.8, -1.2], [-1.0, 0.2, 1.6], [0.7, -0.6, -0.9], [-1.5, 2.3, -0.2], [-1.1, -0.8, 1.1], [-0.4, 1.2, -1.4], [-0.5, 0.3, -0.2]], "lowdin_charge": [-0.16, -0.47, -0.39, 0.89, 0.23, 0.00, 0.06, 0.06, 0.03, 0.05, 0.01, -0.30]}

{"formula": "C2H7OS", "method": "ωB97M-V/def2-TZVPD", "total_energy_ha": -553.74204, "max_force_ev_per_a": 4.2, "relative_energy_kj_mol": 320.1, "total_charge": -1, "lumo_ev": 2.9, "e_homo_ev": -1.03, "species": ["O", "H", "C", "S", "C", "H", "H", "H", "H", "H", "H"], "positions_angstrom": [[-2.53226, -4.77231, 1.32857], [-2.41023, -5.05628, 0.46054], [0.77990, 3.27149, -0.64485], [0.77884, 2.20877, 0.56211], [1.25267, 0.54083, -0.18653], [-0.05130, 3.20764, -1.35072], [1.55074, 4.00227, -0.72905], [-3.24800, -4.14534, 1.62645], [0.31299, 0.16796, -0.51755], [1.77248, 0.61393, -1.16903], [1.79417, -0.03896, 0.62006]], "forces_ev_per_a": [[-0.5, 1.1, 4.0], [-0.7, 0.2, -2.2], [-1.0, 1.5, -1.9], [0.4, -2.1, 2.0], [1.0, 0.2, 0.3], [0.2, 0.6, -0.1], [0.5, 0.4, -0.4], [1.2, -1.2, -1.8], [-0.9, -1.1, 0.3], [0.5, 0.4, 0.9], [-0.7, 0.1, -1.1]], "lowdin_charge": [-0.06, -0.01, -0.74, 0.45, -0.48, -0.08, -0.11, 0.07, -0.04, 0.01, 0.00]}